# 1
This record from the Open Molecules 2025 dataset describes C2H4Br2S as an isolated structure at a distorted geometry. The level of theory is wB97M-V/def2-TZVPD.

Computed properties:
Frontier orbital gap (spin up / spin down), eV: 8.25 / 7.27
HOMO energy (spin up / spin down), eV: -8.0 / -7.5
E_LUMO (spin up / spin down), eV: 0.20 / -0.21

Structure (ORCA input):
```
! RIJCOSX wB97M-V def2-TZVPD def2/J DEFGRID3
* xyz 0 1
C -1.286 0.593 0.422
C 0.485 -1.142 1.321
S -1.666 -0.295 -0.951
Br -0.108 -2.802 0.741
Br 0.945 -0.967 3.180
H -0.682 1.425 0.234
H -1.830 0.469 1.421
H 1.065 -0.628 0.603
H -0.961 0.348 -1.869
*
```

# 2
This record from the Open Molecules 2025 dataset describes a 2-piece molecular cluster, C2H4BrCl overall at a distorted geometry. The level of theory is wB97M-V/def2-TZVPD.

Computed properties:
Frontier orbital gap, eV: 9.18
HOMO energy, eV: -9.0
E_LUMO, eV: 0.19

Structure (ORCA input):
```
! RIJCOSX wB97M-V def2-TZVPD def2/J DEFGRID3
* xyz 0 1
C -1.197 -0.328 -0.358
C 0.884 0.241 0.313
Cl 1.300 1.766 -0.413
Br 2.218 -1.045 0.265
H -1.647 0.612 -0.271
H -0.918 -0.569 -1.369
H -1.291 -1.073 0.383
H 0.652 0.395 1.449
*
```

# 3
This record from the Open Molecules 2025 dataset describes a 2-piece molecular cluster, C2H4BrClN2S overall at a distorted geometry. The level of theory is wB97M-V/def2-TZVPD.

Computed properties:
Frontier orbital gap (spin up / spin down), eV: 7.80 / 7.56
HOMO energy (spin up / spin down), eV: -8.4 / -8.2
E_LUMO (spin up / spin down), eV: -0.57 / -0.67

Structure (ORCA input):
```
! RIJCOSX wB97M-V def2-TZVPD def2/J DEFGRID3
* xyz 0 1
C 1.177 -1.396 -0.129
C 2.306 0.589 -0.639
N 1.200 -0.186 -0.306
N -2.191 -1.419 0.963
S -1.303 -2.401 -0.004
Cl 2.258 -2.626 -0.067
Br 4.091 0.128 0.219
H 2.392 0.715 -1.686
H 2.126 1.654 -0.402
H -2.281 -1.487 1.998
H -1.970 -0.432 0.764
*
```

# 4
This record from the Open Molecules 2025 dataset describes a 2-piece molecular cluster, C2H4BrFO overall at a distorted geometry. The level of theory is wB97M-V/def2-TZVPD.

Computed properties:
Frontier orbital gap (spin up / spin down), eV: 9.39 / 7.63
HOMO energy (spin up / spin down), eV: -10.1 / -8.8
E_LUMO (spin up / spin down), eV: -0.74 / -1.20

Structure (ORCA input):
```
! RIJCOSX wB97M-V def2-TZVPD def2/J DEFGRID3
* xyz 0 1
C -0.927 0.096 0.210
C 0.179 0.177 -0.736
O 1.969 -0.708 0.479
F 1.694 -0.279 1.735
Br 0.176 -0.745 -2.289
H -1.221 1.077 0.601
H -1.930 -0.137 -0.282
H -0.724 -0.464 0.996
H 0.784 0.982 -0.714
*
```

# 5
This record from the Open Molecules 2025 dataset describes a 2-piece molecular cluster, C2H4BrFO3 overall at a distorted geometry. The level of theory is wB97M-V/def2-TZVPD.

Computed properties:
Frontier orbital gap, eV: 7.56
HOMO energy, eV: -7.2
E_LUMO, eV: 0.36

Structure (ORCA input):
```
! RIJCOSX wB97M-V def2-TZVPD def2/J DEFGRID3
* xyz 0 1
C -1.337 0.502 -0.140
C 0.930 -0.449 -0.061
O 0.736 -1.371 -0.957
O 0.993 -0.687 1.230
O 1.443 0.689 -0.473
F -1.902 0.067 0.998
Br -1.085 2.403 0.030
H -1.868 0.132 -1.162
H -0.104 -1.234 -1.362
H 0.324 -1.219 1.650
H 1.871 1.166 0.247
*
```

# 6
This record from the Open Molecules 2025 dataset describes one molecule with the formula C2H4BrFO3. The level of theory is wB97M-V/def2-TZVPD.

Computed properties:
Frontier orbital gap, eV: 10.34
HOMO energy, eV: -10.3
E_LUMO, eV: 0.06
SMILES: OC(O)(O)[C@@H](F)Br

Structure (ORCA input):
```
! RIJCOSX wB97M-V def2-TZVPD def2/J DEFGRID3
* xyz 0 1
O -1.217 -0.478 0.544
C -0.125 -0.051 -0.181
O 0.601 -1.104 -0.718
O -0.462 0.879 -1.153
C 0.833 0.665 0.781
F 0.243 1.731 1.344
Br 1.365 -0.563 2.160
H -1.871 -0.928 -0.005
H 0.053 -1.684 -1.262
H -1.146 0.545 -1.748
H 1.725 0.990 0.238
*
```

Relative energy (zero: lowest compared OMol25 entry of this formula, charge and spin) (kJ/mol)
285.9, 290.5, 89.0, 680.8, 336.8, 28.3